# 1
{"formula": "C22H44N2PtSi4Te", "method": "ωB97M-V/def2-TZVPD", "spin_multiplicity": 3, "homo_lumo_gap_ev": [5.09, 5.46], "s2": 2.023, "lumo_energy_ev": [0.45, -2.26], "elements": ["C", "C", "H", "H", "H", "H", "H", "H", "C", "C", "C", "C", "H", "H", "H", "H", "N", "C", "C", "N", "C", "C", "C", "H", "H", "C", "H", "H", "Pt", "C", "H", "H", "H", "C", "Si", "C", "C", "Si", "Te", "Si", "C", "C", "C", "Si", "C", "C", "C", "H", "H", "H", "H", "H", "H", "H", "H", "H", "H", "H", "H", "H", "H", "H", "H", "H", "H", "H", "H", "H", "H", "H", "H", "H", "H", "H"], "positions_angstrom": [[-2.2416, -0.8346, -1.4645], [-2.1315, 0.2175, -4.3552], [-2.5581, -1.6705, -2.0012], [-3.0882, -0.0841, -1.4731], [-1.6667, -0.9479, -0.4841], [-1.5045, 0.8659, -5.0878], [-2.2643, -0.7962, -4.5918], [-2.9994, 0.6682, -3.9331], [-0.3008, -2.9600, -2.6943], [0.4303, -4.1166, -2.9994], [1.5231, -4.0274, -3.8694], [1.8925, -2.7813, -4.3466], [-1.1515, -3.0095, -2.0218], [0.1318, -5.0670, -2.5628], [2.0898, -4.9070, -4.1581], [2.7613, -2.6166, -4.9867], [0.0154, -1.7665, -3.2211], [1.1322, -1.6559, -4.0091], [1.4777, -0.2890, -4.4109], [0.6974, 0.7079, -3.9054], [0.9637, 2.0029, -4.1281], [2.7643, 1.3789, -5.5852], [1.9778, 2.3527, -5.0063], [0.3497, 2.7311, -3.5872], [2.1066, 3.3985, -5.2230], [2.5385, 0.0580, -5.2420], [3.1467, -0.7425, -5.6133], [3.5517, 1.6405, -6.2912], [-0.9501, 0.0951, -2.6269], [-1.3642, 1.9673, -1.9876], [-1.7353, 2.5897, -2.8093], [-0.4710, 2.4446, -1.5841], [-2.1094, 1.9645, -1.1909], [3.3137, 0.5254, 3.3261], [1.7279, 1.5205, 3.1373], [1.0403, 1.9414, 4.8375], [2.0717, 3.0939, 2.1653], [0.1359, 0.2678, 1.9293], [1.0027, 0.3050, -0.3437], [0.0915, -1.8961, 2.8691], [-0.2979, -1.7392, 4.7055], [-1.2346, -2.8843, 1.9745], [1.7535, -2.7490, 2.6421], [-1.9714, 1.2981, 2.2333], [-2.5008, 1.2430, 4.0371], [-1.7905, 3.0831, 1.6665], [-3.2731, 0.4023, 1.2363], [4.0738, 1.1900, 3.7646], [3.6901, 0.1702, 2.3574], [3.1927, -0.3422, 3.9883], [1.8672, 2.3786, 5.4171], [0.2368, 2.6870, 4.7841], [0.6675, 1.0688, 5.3884], [2.2648, 2.8886, 1.1043], [1.2398, 3.8071, 2.2338], [2.9672, 3.5617, 2.6009], [-1.2722, -1.2739, 4.8995], [-0.3232, -2.7595, 5.1178], [0.4685, -1.1758, 5.2541], [-1.0744, -2.8899, 0.8871], [-1.1808, -3.9232, 2.3325], [-2.2445, -2.5043, 2.1762], [2.1416, -2.6119, 1.6241], [2.5117, -2.3939, 3.3516], [1.6030, -3.8264, 2.8083], [-1.7390, 1.6204, 4.7290], [-3.3932, 1.8813, 4.1299], [-2.7828, 0.2278, 4.3455], [-1.0955, 3.1959, 0.8239], [-2.7807, 3.4424, 1.3474], [-1.4421, 3.7207, 2.4904], [-2.8895, -0.4573, 0.6910], [-4.0672, 0.0227, 1.8924], [-3.7223, 1.0725, 0.4955]]}


# 2
{"formula": "C20H27N3O4", "method": "ωB97M-V/def2-TZVPD", "smiles": "CCCCCCC(=O)NNC(=O)c1c(O)c2ccccc2n(CCC)c1=O", "spin_multiplicity": 1, "relative_energy_kcal_mol": 17.5, "homo_lumo_gap_ev": 8.58, "lumo_energy_ev": -0.07, "elements": ["C", "C", "C", "C", "C", "C", "C", "O", "N", "N", "C", "O", "C", "C", "O", "C", "C", "C", "C", "C", "C", "N", "C", "C", "C", "C", "O", "H", "H", "H", "H", "H", "H", "H", "H", "H", "H", "H", "H", "H", "H", "H", "H", "H", "H", "H", "H", "H", "H", "H", "H", "H", "H", "H"], "positions_angstrom": [[-6.7206, -1.4545, -2.0639], [-5.8535, -1.6722, -0.8289], [-5.6209, -0.3971, -0.0168], [-4.6851, 0.5886, -0.7139], [-4.5790, 1.9322, 0.0098], [-4.0650, 1.8122, 1.4501], [-2.7773, 1.0155, 1.5272], [-2.6703, -0.0813, 2.0315], [-1.7283, 1.6551, 0.9578], [-0.4596, 1.1036, 0.9041], [0.5394, 1.8100, 0.3716], [0.3286, 2.9533, -0.0860], [1.8727, 1.1895, 0.3504], [2.9212, 1.9129, -0.1878], [2.7716, 3.1252, -0.6864], [4.2375, 1.3355, -0.2138], [5.3095, 2.0571, -0.7538], [6.5714, 1.5197, -0.7860], [6.7744, 0.2407, -0.2752], [5.7343, -0.4859, 0.2575], [4.4345, 0.0396, 0.3075], [3.3697, -0.6483, 0.8371], [3.5015, -1.9890, 1.3928], [3.0964, -3.0732, 0.3901], [4.0120, -3.1610, -0.8242], [2.0820, -0.1372, 0.8819], [1.1872, -0.8262, 1.3712], [-7.6791, -1.0222, -1.7838], [-6.2377, -0.7876, -2.7737], [-6.9065, -2.4015, -2.5658], [-6.3419, -2.4078, -0.1859], [-4.8883, -2.0866, -1.1276], [-5.1817, -0.6789, 0.9409], [-6.5821, 0.0862, 0.1761], [-3.6934, 0.1377, -0.7925], [-5.0432, 0.7811, -1.7270], [-5.5629, 2.4064, 0.0345], [-3.9142, 2.5848, -0.5619], [-4.8032, 1.3038, 2.0692], [-3.8979, 2.8097, 1.8618], [-1.7653, 2.5803, 0.5454], [-0.3102, 0.1651, 1.2931], [1.7959, 3.3625, -0.5811], [5.1080, 3.0436, -1.1403], [7.3962, 2.0765, -1.2020], [7.7623, -0.1947, -0.2974], [5.9443, -1.4740, 0.6288], [4.5154, -2.1426, 1.7563], [2.8158, -2.0394, 2.2433], [3.0943, -4.0296, 0.9159], [2.0744, -2.8704, 0.0672], [3.6440, -3.9202, -1.5102], [5.0234, -3.4340, -0.5308], [4.0494, -2.2129, -1.3563]]}


# 3
{"formula": "C8H8", "method": "ωB97M-V/def2-TZVPD", "smiles": "c1ccccc1.C#C", "spin_multiplicity": 1, "relative_energy_kcal_mol": 101.4, "homo_lumo_gap_ev": 9.31, "lumo_energy_ev": 0.98, "elements": ["C", "C", "C", "C", "C", "C", "H", "H", "H", "H", "H", "H", "C", "C", "H", "H"], "positions_angstrom": [[1.6701, 0.7733, -0.1579], [1.7850, -0.2932, -1.1830], [0.5398, -0.9966, -1.4539], [-0.7536, -0.5303, -1.1788], [-0.7438, 0.5620, -0.2315], [0.4055, 1.0861, 0.2704], [2.5430, 1.2947, 0.5188], [2.6653, -0.7259, -1.6627], [0.7483, -1.8461, -2.0573], [-1.5873, -1.0181, -1.8743], [-1.7913, 1.0680, -0.1434], [0.1879, 1.9386, 0.9501], [-0.9761, -0.7602, 2.0338], [-1.8475, 0.1431, 2.0203], [-0.0806, -1.3066, 2.1579], [-2.7646, 0.6114, 1.9914]]}


# 4
{"formula": "C7H14N2SSi", "method": "ωB97M-V/def2-TZVPD", "spin_multiplicity": 1, "relative_energy_kcal_mol": 0.0, "homo_lumo_gap_ev": 8.09, "lumo_energy_ev": -0.53, "elements": ["C", "C", "C", "C", "C", "C", "C", "N", "N", "Si", "S", "H", "H", "H", "H", "H", "H", "H", "H", "H", "H", "H", "H", "H", "H"], "positions_angstrom": [[-2.6030, -1.1244, -1.8291], [-1.7484, -1.4121, -2.8954], [-0.7004, -0.2245, -1.3548], [0.5305, -0.5664, -3.5277], [2.2647, 1.6591, 2.6566], [0.6604, -1.1447, 2.1392], [-0.8600, 1.5336, 1.9320], [-1.8857, -0.4652, -0.8428], [-0.5698, -0.8037, -2.6171], [0.8232, 0.6922, 1.6966], [1.1677, 0.9359, -0.4316], [-3.5462, -1.4100, -1.4599], [-1.9521, -1.8167, -3.8031], [1.1273, 0.2793, -3.1471], [1.3579, -1.2534, -3.3509], [0.1290, -0.4185, -4.4645], [3.1913, 1.1965, 2.2931], [2.3312, 2.7314, 2.7472], [2.0355, 1.2071, 3.7152], [1.6512, -1.6616, 1.8675], [0.5824, -1.2998, 3.2449], [-0.2316, -1.6444, 1.6022], [-1.7116, 0.8613, 1.6521], [-1.0850, 1.7583, 3.0156], [-0.9585, 2.3907, 1.1620]]}


no.,E (eV)
1,-68558.7261
2,-33840.5928
3,-8420.6232
4,-29177.4740